(A)
C4H6N4O2 | wB97M-V/def2-TZVPD

Properties
Kohn-Sham gap = 10.6 eV
Structure (SMILES) = O=C1N[C@H]2NC(=O)N[C@H]2N1
E_HOMO = -9.958 eV
LUMO = 0.6 eV

Each line ends with the natural charge from an NBO analysis.
CARTESIAN COORDINATES (ANGSTROEM)
1 O 1.6372 0.6957 -2.4869  -0.64
2 C 1.1292 0.1283 -1.5281  0.78
3 N -0.0306 -0.6345 -1.4943  -0.66
4 C -0.4597 -1.0028 -0.1587  0.12
5 N -1.6225 -0.2547 0.3171  -0.66
6 C -1.3262 0.8345 1.1594  0.79
7 O -2.0795 1.6881 1.5804  -0.61
8 N -0.0056 0.6184 1.5073  -0.66
9 C 0.6902 -0.3828 0.7546  0.13
10 N 1.6529 0.1431 -0.2674  -0.66
11 H -0.6015 -0.5898 -2.3098  0.41
12 H -0.5220 -2.0676 -0.0192  0.20
13 H -2.4843 -0.1984 -0.1872  0.41
14 H 0.4591 1.3957 1.9449  0.41
15 H 1.1448 -1.1589 1.3812  0.20
16 H 2.4186 0.7856 -0.1933  0.42

=====

(B)
C4H6N4O2 | wB97M-V/def2-TZVPD

Properties
Kohn-Sham gap (spin up / spin down) = 7.3 / 7.3 eV
E_HOMO (spin up / spin down) = -6.572 / -6.570 eV
LUMO (spin up / spin down) = 0.7 / 0.7 eV

Each line ends with the natural charge from an NBO analysis.
CARTESIAN COORDINATES (ANGSTROEM)
1 C -1.2840 -1.8806 -0.6847  0.14
2 C 0.7471 -1.3706 -0.9706  0.06
3 C 0.9141 0.2534 2.1357  1.02
4 C 0.6183 0.9948 -0.2376  -0.19
5 N -0.1305 -2.3829 -1.0117  -0.43
6 N -1.1568 -0.5437 -0.4256  -0.35
7 N 0.1403 -0.2135 -0.6048  -0.07
8 N -0.3936 2.0048 -0.1405  -0.87
9 O -0.1496 -0.1879 2.2121  -0.56
10 O 1.9921 0.6410 2.2605  -0.53
11 H -2.2009 -2.4198 -0.6101  0.21
12 H 1.7905 -1.4611 -1.1701  0.21
13 H 1.6041 1.2286 -0.6127  0.18
14 H -1.8104 0.1688 -0.1437  0.45
15 H -0.2321 2.7678 -0.7910  0.37
16 H -0.4486 2.4007 0.7947  0.36

=====

Going by the energies, (A) is most stable and the next is 351.3 kJ/mol up.

=====

(A)
C6H6S2 | wB97M-V/def2-TZVPD

Properties
Kohn-Sham gap = 8.2 eV
Structure (SMILES) = C#C/C=C\SC(C)=S
E_HOMO = -8.644 eV
LUMO = -0.4 eV

Each line ends with the natural charge from an NBO analysis.
CARTESIAN COORDINATES (ANGSTROEM)
1 C -3.6907 0.5222 -0.0130  -0.19
2 C -2.8613 -0.3671 -0.0044  -0.06
3 C -1.9069 -1.4200 0.0028  -0.29
4 C -0.5805 -1.2176 -0.0125  -0.34
5 S 0.1347 0.3698 -0.0427  0.38
6 C 1.8631 0.0828 -0.0296  -0.29
7 C 2.6085 1.3994 0.0094  -0.69
8 S 2.6190 -1.3582 -0.0200  0.01
9 H -4.3806 1.3239 -0.0469  0.24
10 H -2.2976 -2.4330 0.0387  0.24
11 H 0.1483 -2.0589 -0.0093  0.26
12 H 2.1888 2.0865 -0.7210  0.23
13 H 2.4756 1.8545 1.0072  0.24
14 H 3.6795 1.2156 -0.1585  0.25

=====

(B)
C6H6S2 | wB97M-V/def2-TZVPD

Properties
Kohn-Sham gap = 9.6 eV
Structure (SMILES) = C#CCS[C@H](S)C#C
E_HOMO = -8.927 eV
LUMO = 0.7 eV

Each line ends with the natural charge from an NBO analysis.
CARTESIAN COORDINATES (ANGSTROEM)
1 C 1.4220 1.8182 -1.0849  -0.23
2 C 0.3397 1.4498 -1.4209  -0.03
3 C -1.0120 0.9068 -1.6224  -0.63
4 S -1.7609 0.1936 -0.1040  0.28
5 C -0.2671 -0.8683 0.2285  -0.49
6 S -0.7198 -2.6569 0.1634  -0.01
7 C 0.4356 -0.5125 1.6775  -0.02
8 C 0.6563 -0.2362 2.8369  -0.25
9 H 2.4562 1.8655 -1.0511  0.23
10 H -0.7935 0.1147 -2.4408  0.25
11 H -1.6297 1.7573 -2.0637  0.27
12 H 0.5171 -0.7119 -0.3997  0.24
13 H -0.7552 -2.8313 1.4983  0.15
14 H 1.1113 -0.2888 3.7829  0.24

=====

Going by the energies, (A) is most stable and the next is 264.6 kJ/mol up.

=====

(A)
C6H39NO14 | wB97M-V/def2-TZVPD

Properties
Kohn-Sham gap = 9.9 eV
E_HOMO = -9.888 eV
LUMO = 0.0 eV

Each line ends with the natural charge from an NBO analysis.
CARTESIAN COORDINATES (ANGSTROEM)
1 C -0.1310 -0.4847 3.4643  -0.62
2 C 0.9175 0.2890 2.6561  -0.40
3 C 0.9604 0.1198 1.1504  -0.41
4 C -0.2915 0.6424 0.3901  -0.51
5 C 0.1740 0.7634 -1.1418  0.69
6 N 0.4869 -0.2252 -2.0115  -0.64
7 C 0.6215 -1.7141 -1.6736  -0.38
8 O 0.1139 1.9059 -1.5705  -0.71
9 H -0.3038 0.0629 4.4207  0.22
10 H 0.2332 -1.5120 3.6038  0.21
11 H -1.0735 -0.4369 2.9026  0.21
12 H 2.0154 -0.0022 2.9856  0.20
13 H 0.7173 1.3579 2.9634  0.18
14 H 1.0524 -0.9638 0.9451  0.22
15 H 1.9435 0.7568 0.8915  0.20
16 H -1.2123 -0.0010 0.4510  0.23
17 H -0.5197 1.6589 0.8182  0.22
18 H 0.3992 0.0226 -3.0555  0.41
19 H 1.5578 -1.9622 -2.0302  0.20
20 H -0.0862 -2.2298 -2.3047  0.21
21 H 0.3565 -1.7625 -0.5585  0.21
22 H 1.6927 2.7269 1.1903  0.48
23 H 2.1121 2.5212 2.7036  0.48
24 O 2.1471 3.0012 1.9309  -0.96
25 H -3.2426 -1.8563 -0.8438  0.48
26 H -2.0851 -2.4447 -0.1299  0.45
27 O -2.9031 -2.8559 -0.8070  -0.94
28 H 1.2175 -4.4582 1.9422  0.48
29 H 1.4389 -3.0655 1.6390  0.50
30 O 0.8259 -3.7285 1.4750  -0.95
31 H -0.0882 -4.0221 0.2479  0.48
32 H -0.8389 -4.9509 -0.5933  0.46
33 O -0.3071 -4.1544 -0.6998  -0.98
34 H 4.9990 -1.1721 -1.2109  0.46
35 H 5.0694 -0.0113 -0.4772  0.51
36 O 4.8282 -1.0010 -0.3758  -0.96
37 H 3.4949 -1.9145 0.4764  0.52
38 H 3.8331 -2.5633 1.7930  0.47
39 O 3.1396 -2.2941 1.3093  -0.98
40 H -1.3506 -0.2313 -4.6044  0.50
41 H -1.3105 -1.5068 -3.9738  0.44
42 O -1.8586 -0.9566 -4.2456  -0.92
43 H -1.6602 4.2552 1.6757  0.47
44 H -0.4566 4.4892 2.5109  0.47
45 O -1.3755 4.2099 2.6280  -0.94
46 H -3.9326 2.3467 -0.8884  0.47
47 H -2.8616 2.3239 0.2032  0.47
48 O -3.7552 2.5671 -0.0138  -0.94
49 H -3.8424 0.1898 -1.7501  0.47
50 H -2.9725 -0.5553 -2.8030  0.52
51 O -2.9870 -0.3152 -1.8622  -0.98
52 H 4.2395 2.5800 -0.6680  0.51
53 H 4.1712 1.7121 0.8458  0.51
54 O 4.6253 1.9059 -0.0331  -1.01
55 H -0.3170 2.0782 -3.5907  0.49
56 H -1.6126 1.4621 -3.0259  0.49
57 O -1.1197 1.6935 -3.8881  -0.98
58 H -3.1461 1.5312 3.3875  0.47
59 H -4.0905 1.1757 2.2379  0.48
60 O -3.9304 1.0538 3.2376  -0.94

=====

(B)
C6H39NO14 | wB97M-V/def2-TZVPD

Properties
Kohn-Sham gap = 10.0 eV
E_HOMO = -9.969 eV
LUMO = 0.0 eV

Each line ends with the natural charge from an NBO analysis.
CARTESIAN COORDINATES (ANGSTROEM)
1 O -3.3577 0.2306 -1.6307  -0.59
2 C -3.5812 0.9197 -0.6570  0.47
3 C -2.5449 1.8072 -0.0395  -0.52
4 C -1.9871 1.2285 1.2413  -0.41
5 C -1.3971 -0.1854 1.0263  -0.39
6 C -0.2562 -0.3785 0.0348  -0.47
7 C 1.0633 -1.0081 0.4795  -0.24
8 N 1.2440 -2.4491 0.2774  -0.85
9 H -4.5986 0.9117 -0.2280  0.12
10 H -1.8247 2.0225 -0.8278  0.23
11 H -3.0876 2.7340 0.1815  0.23
12 H -2.6690 1.1329 2.0832  0.22
13 H -1.1100 1.7817 1.5852  0.26
14 H -1.0207 -0.4734 2.0112  0.22
15 H -2.1758 -0.9148 0.8146  0.17
16 H -0.0350 0.5900 -0.4311  0.23
17 H -0.6820 -0.9564 -0.8016  0.19
18 H 1.1036 -0.8356 1.5569  0.20
19 H 1.9088 -0.4226 0.1229  0.19
20 H 0.3940 -2.8726 0.6420  0.37
21 H 1.2717 -2.6561 -0.7152  0.36
22 H 3.5807 -2.4127 3.2594  0.48
23 H 2.8659 -2.3184 1.8708  0.50
24 O 3.5282 -1.9125 2.4430  -0.99
25 H 2.8669 2.3214 -1.9378  0.50
26 H 1.6728 1.3945 -2.3456  0.51
27 O 1.9155 2.3170 -2.1196  -1.03
28 H 1.1100 3.3918 3.1403  0.48
29 H 2.0114 2.1383 3.0793  0.48
30 O 1.4846 2.6841 3.6693  -0.96
31 H -1.3858 1.0461 -2.5760  0.48
32 H -0.8662 1.8290 -3.7253  0.50
33 O -0.6075 1.0972 -3.1506  -0.98
34 H 4.1004 1.4132 1.3742  0.48
35 H 3.4194 0.1199 1.7378  0.51
36 O 3.2665 1.0777 1.7219  -0.97
37 H 0.5777 -4.0345 3.7449  0.46
38 H -0.7281 -3.7803 2.9710  0.49
39 O -0.0430 -4.4601 3.1474  -0.98
40 H -3.7173 -3.5672 -0.4469  0.50
41 H -3.9430 -2.0927 -0.1754  0.48
42 O -3.6437 -2.9040 0.2488  -0.97
43 H 1.8757 2.0666 0.9869  0.49
44 H 1.2126 2.6576 -0.2435  0.50
45 O 1.0801 2.5571 0.7166  -1.01
46 H 5.3903 1.6432 -1.0754  0.47
47 H 4.5015 0.4835 -1.0074  0.48
48 O 4.5447 1.3507 -1.4245  -0.94
49 H -2.5558 -2.1478 -3.2103  0.48
50 H -2.3775 -1.7834 -1.7597  0.48
51 O -2.5015 -2.5403 -2.3345  -0.95
52 H -2.5050 -2.5517 1.7521  0.50
53 H -2.6644 -3.6932 2.7237  0.48
54 O -2.1866 -2.8689 2.6078  -0.97
55 H 0.6290 3.5316 -3.1307  0.51
56 H -0.4074 4.5725 -2.6093  0.47
57 O -0.1947 3.9898 -3.3258  -0.98
58 H 1.1856 -0.4845 -1.8025  0.47
59 H 0.8415 -0.4011 -3.2206  0.50
60 O 1.6288 -0.3651 -2.6542  -0.94

=====

Going by the energies, (B) is most stable and the next is 430.8 kJ/mol up.

=====

(A)
C3H7O | wB97M-V/def2-TZVPD

Properties
Kohn-Sham gap = 6.0 eV
Net charge = -1
E_HOMO = -1.117 eV
LUMO = 4.9 eV

Each line ends with the natural charge from an NBO analysis.
CARTESIAN COORDINATES (ANGSTROEM)
1 O 1.0837 1.6995 -1.5328  -0.98
2 H 0.1821 1.5135 -1.2151  0.49
3 C -0.7119 -0.7942 -0.6919  -0.83
4 C -0.5940 -0.2908 0.6053  -0.20
5 C 0.3052 -0.3204 1.6230  -0.74
6 H -1.7068 -1.0615 -1.0461  0.16
7 H 1.5532 0.8881 -1.2976  0.47
8 H 0.0251 -1.2716 -1.3394  0.15
9 H -1.5482 0.2124 0.8452  0.16
10 H 0.0693 0.0258 2.6203  0.17
11 H 1.3423 -0.6007 1.4291  0.15

=====

(B)
C3H7O | wB97M-V/def2-TZVPD

Properties
Kohn-Sham gap = 5.7 eV
Net charge = -1
E_HOMO = -1.870 eV
LUMO = 3.9 eV

Each line ends with the natural charge from an NBO analysis.
CARTESIAN COORDINATES (ANGSTROEM)
1 C -2.3146 -1.0742 -0.6963  0.24
2 O -3.1977 -1.0077 0.2232  -0.81
3 C -0.9854 -0.7929 -0.4924  -0.80
4 C 2.0310 1.0936 0.7035  -0.86
5 H -2.6865 -1.4035 -1.6959  0.06
6 H -0.7796 -0.2433 0.4277  0.16
7 H -0.0789 -0.9061 -1.0804  0.16
8 H 2.5346 0.5989 -0.1292  0.21
9 H 1.2820 1.7269 0.2235  0.22
10 H 2.7291 1.6818 1.2893  0.19
11 H 1.4659 0.3265 1.2270  0.24

=====

(C)
C3H7O | wB97M-V/def2-TZVPD

Properties
Kohn-Sham gap = 6.1 eV
Net charge = -1
E_HOMO = -1.119 eV
LUMO = 4.9 eV

Each line ends with the natural charge from an NBO analysis.
CARTESIAN COORDINATES (ANGSTROEM)
1 O -1.3755 -0.6180 -1.6899  -0.98
2 H -1.5088 0.1543 -1.1389  0.47
3 C 1.1928 0.9273 -0.2392  -0.83
4 C 0.6517 -0.1300 0.5090  -0.22
5 C -0.6043 -0.3538 1.0434  -0.72
6 H 2.1376 0.8111 -0.7656  0.16
7 H -0.6794 -1.0384 -1.1653  0.49
8 H 1.0147 1.9470 0.0227  0.16
9 H 1.4136 -0.8304 0.8837  0.15
10 H -0.8361 -1.1909 1.6779  0.17
11 H -1.4062 0.3218 0.8620  0.15

=====

Going by the energies, (B) is most stable and the next is 86.5 kJ/mol up.

=====

(A)
C4H3NO3 | wB97M-V/def2-TZVPD

Properties
Kohn-Sham gap = 9.0 eV
E_HOMO = -10.410 eV
LUMO = -1.4 eV

Each line ends with the natural charge from an NBO analysis.
CARTESIAN COORDINATES (ANGSTROEM)
1 C -0.2826 -0.3913 1.1459  0.06
2 C -0.5411 -1.4231 0.3750  -0.31
3 C -0.1723 -0.9498 -0.9506  0.41
4 C 0.1522 0.5205 -0.9075  0.56
5 H 0.9034 2.3501 -0.0412  0.48
6 H -0.4034 -0.1393 2.1748  0.23
7 H -0.9463 -2.3802 0.5843  0.26
8 N -0.3304 0.8914 0.3355  -0.18
9 O 0.9645 1.9062 0.8551  -0.57
10 O 0.0020 -1.6898 -1.9544  -0.45
11 O 0.6539 1.3052 -1.6169  -0.48

=====

(B)
C4H3NO3 | wB97M-V/def2-TZVPD

Properties
Kohn-Sham gap = 9.3 eV
Structure (SMILES) = O=C(O)c1cnco1
E_HOMO = -9.591 eV
LUMO = -0.3 eV

Each line ends with the natural charge from an NBO analysis.
CARTESIAN COORDINATES (ANGSTROEM)
1 O 1.5555 1.1078 -1.4894  -0.60
2 C 0.3238 0.7808 -1.1832  0.68
3 O -0.6736 0.7336 -1.9719  -0.63
4 C 0.0061 0.1772 -0.0320  0.07
5 C -0.8387 -0.9569 0.2781  -0.03
6 N -0.4702 -1.5853 1.5398  -0.44
7 C 0.4917 -0.6233 1.9601  0.33
8 O 0.7656 0.3915 1.0910  -0.37
9 H -0.5647 1.3739 -2.6220  0.50
10 H -1.7953 -1.0063 -0.4151  0.25
11 H 1.1999 -0.3929 2.8445  0.23

=====

(C)
C4H3NO3 | wB97M-V/def2-TZVPD

Properties
Kohn-Sham gap = 10.0 eV
Structure (SMILES) = O=c1nc(O)cco1
E_HOMO = -10.175 eV
LUMO = -0.1 eV

Each line ends with the natural charge from an NBO analysis.
CARTESIAN COORDINATES (ANGSTROEM)
1 O 2.9250 -1.1073 -0.0455  -0.52
2 C 1.7397 -0.8121 -0.0794  0.88
3 N 0.3571 -1.4217 0.0431  -0.51
4 C -0.6211 -0.6485 -0.0823  0.53
5 O -1.7675 -1.3701 -0.3082  -0.61
6 C -0.8726 0.6846 0.0179  -0.43
7 C 0.3309 1.3362 -0.1569  0.27
8 O 1.5658 0.6277 -0.1910  -0.52
9 H -2.4559 -0.7760 0.4933  0.45
10 H -1.8097 1.0608 0.4786  0.25
11 H 0.6082 2.4264 -0.1697  0.22

=====

Going by the energies, (B) is most stable and the next is 46.3 kJ/mol up.

=====

(A)
C5H12N2O3 | wB97M-V/def2-TZVPD

Properties
Kohn-Sham gap = 9.9 eV
E_HOMO = -9.598 eV
LUMO = 0.3 eV

Each line ends with the natural charge from an NBO analysis.
CARTESIAN COORDINATES (ANGSTROEM)
1 C 1.8127 1.4538 -2.0647  -0.62
2 C 0.3304 1.8074 -2.0712  -0.22
3 N -0.3674 1.3804 -0.8721  -0.63
4 C -0.8881 0.1394 -0.7375  0.77
5 O -1.0164 -0.6361 -1.6738  -0.61
6 N -0.9861 -0.2570 0.6040  -0.82
7 C -0.1276 -1.7282 1.1682  0.82
8 C 0.5040 -1.3725 2.4950  -0.72
9 O 0.4206 -2.5245 0.4312  -0.51
10 H 2.3143 1.8767 -1.1827  0.20
11 H 1.9494 0.3636 -2.0493  0.22
12 H 2.2963 1.8500 -2.9685  0.22
13 H 0.1967 2.8929 -2.1596  0.19
14 H -0.1714 1.3442 -2.9302  0.23
15 H -0.2859 1.9748 -0.0583  0.38
16 H -0.9653 0.4734 1.3067  0.38
17 H -0.2291 -0.8679 3.1384  0.21
18 H 0.8530 -2.2904 2.9791  0.25
19 H 1.3464 -0.6833 2.3427  0.25
20 H -2.2878 -1.1123 0.8180  0.50
21 O -2.2649 -2.2616 1.3182  -0.93
22 H -2.4339 -1.8227 2.1664  0.44

=====

(B)
C5H12N2O3 | wB97M-V/def2-TZVPD

Properties
Kohn-Sham gap = 9.5 eV
Structure (SMILES) = CCNC(=O)NC.O=CO
E_HOMO = -9.342 eV
LUMO = 0.2 eV

Each line ends with the natural charge from an NBO analysis.
CARTESIAN COORDINATES (ANGSTROEM)
1 C -1.8259 1.1979 -1.4499  -0.63
2 C -0.8934 1.6312 -0.3281  -0.22
3 N -0.0739 0.5359 0.2014  -0.65
4 C -0.7231 -0.4364 0.9741  0.77
5 O -1.7230 -0.1692 1.6354  -0.67
6 N -0.1287 -1.6464 1.0059  -0.63
7 C -0.6848 -2.7421 1.7669  -0.40
8 H -1.2549 0.7719 -2.2875  0.19
9 H -2.5419 0.4431 -1.0963  0.22
10 H -2.3933 2.0609 -1.8235  0.21
11 H -0.2030 2.4093 -0.6793  0.18
12 H -1.4579 2.0657 0.5053  0.23
13 H 0.6103 0.1489 -0.5171  0.37
14 H 0.7930 -1.7545 0.6080  0.40
15 H -0.0397 -3.6177 1.6348  0.20
16 H -0.7326 -2.4965 2.8374  0.20
17 H -1.6975 -2.9920 1.4199  0.21
18 O 3.6004 0.5177 0.5352  -0.53
19 C 3.0736 0.9860 -0.4456  0.64
20 O 2.7770 0.2202 -1.5533  -0.71
21 H 2.9165 2.0721 -0.6011  0.11
22 H 2.6027 0.7941 -2.3426  0.49

=====

Going by the energies, (B) is most stable and the next is 256.1 kJ/mol up.